Entry 1:
{"formula": "C6H14O", "method": "wB97M-V/def2-TZVPD", "elements": ["C", "C", "C", "C", "C", "C", "H", "H", "H", "H", "H", "H", "H", "H", "H", "H", "H", "H", "H", "H", "O"], "coordinates": [[-1.951, -3.176, -0.145], [-0.860, -2.142, -0.414], [-0.687, -1.125, 0.692], [-1.534, -0.999, 1.732], [0.587, -0.280, 0.644], [0.537, 1.035, 1.401], [-1.906, -3.453, 0.910], [-2.023, -4.059, -0.769], [-2.951, -2.722, -0.222], [0.082, -2.699, -0.416], [-1.095, -1.669, -1.370], [-2.433, -1.597, 1.774], [-1.144, -0.562, 2.640], [0.744, -0.160, -0.428], [1.400, -0.934, 0.993], [-0.330, 1.614, 1.074], [1.460, 1.593, 1.263], [0.392, 0.922, 2.476], [2.353, 5.779, -2.791], [2.963, 4.765, -3.726], [3.189, 5.402, -3.022]], "lowdin_charge": [-0.129, -0.222, -0.324, 0.045, -0.231, -0.116, 0.066, 0.066, 0.076, 0.117, 0.114, 0.048, 0.057, 0.104, 0.118, 0.080, 0.068, 0.062, 0.014, 0.046, -0.060], "energy_ha": -312.208691, "homo_ev": -9.149, "smiles": "C=C(CC)CC.O", "relative_energy_kcal_mol": 29.1, "homo_lumo_gap_ev": 10.025}


Entry 2:
{"formula": "H24O12", "method": "wB97M-V/def2-TZVPD", "elements": ["O", "H", "H", "O", "H", "H", "O", "H", "H", "O", "H", "H", "O", "H", "H", "O", "H", "H", "O", "H", "H", "O", "H", "H", "O", "H", "H", "O", "H", "H", "O", "H", "H", "O", "H", "H"], "coordinates": [[2.434, -2.029, 1.463], [2.028, -1.203, 1.113], [2.862, -1.806, 2.340], [-0.114, -2.520, 0.987], [0.222, -2.078, 0.175], [0.403, -2.178, 1.611], [1.600, 2.779, -0.443], [1.169, 3.602, -0.368], [1.162, 2.066, -0.129], [1.085, -1.814, -1.476], [1.248, -2.706, -2.092], [1.267, -1.172, -2.244], [-2.157, -0.357, -2.650], [-1.312, -0.316, -2.127], [-2.000, -1.140, -3.022], [-1.366, 0.596, 2.250], [-1.756, 1.521, 2.521], [-2.148, 0.023, 2.252], [0.692, 0.032, 4.011], [0.818, 0.634, 4.635], [-0.001, 0.340, 3.446], [2.079, 0.298, 1.158], [2.776, 0.844, 1.176], [1.869, 0.507, 2.005], [-3.861, -1.322, -0.611], [-3.577, -1.498, 0.274], [-2.991, -0.980, -1.014], [1.400, 0.306, -3.289], [1.031, 0.565, -4.078], [2.353, 0.226, -3.464], [-2.178, 2.783, -1.165], [-2.173, 2.911, -2.146], [-1.787, 1.920, -0.953], [-0.565, 0.483, -0.276], [-0.824, 0.496, 0.655], [0.314, 0.190, -0.526]], "lowdin_charge": [-0.116, -0.043, 0.074, -0.028, -0.006, -0.082, 0.010, 0.027, -0.076, -0.144, 0.166, 0.017, -0.011, 0.039, -0.026, -0.061, 0.160, 0.088, 0.025, -0.034, -0.020, 0.065, 0.034, 0.011, -0.084, -0.006, 0.028, -0.001, 0.016, 0.083, -0.092, 0.057, -0.018, -0.064, -0.004, 0.016], "energy_ha": -917.167254, "homo_ev": -9.994, "smiles": "O.O.O.O.O.O.O.O.O.O.O.O", "relative_energy_kcal_mol": 99.2, "homo_lumo_gap_ev": 9.830}


Entry 3:
{"formula": "C29H21N2O6SY", "method": "wB97M-V/def2-TZVPD", "elements": ["Y", "O", "C", "C", "O", "C", "C", "O", "C", "O", "O", "C", "C", "C", "C", "C", "C", "C", "C", "S", "C", "N", "C", "C", "C", "C", "C", "C", "C", "C", "H", "H", "H", "H", "H", "H", "H", "H", "H", "H", "H", "H", "H", "H", "H", "H", "O", "C", "N", "C", "C", "C", "C", "C", "C", "H", "H", "H", "H", "H"], "coordinates": [[-0.409, -0.165, 0.475], [-2.052, -6.334, -0.932], [-1.728, -5.194, -0.672], [-0.335, -4.615, -0.789], [0.655, -5.214, -1.180], [-0.456, -3.219, -0.371], [-1.799, -2.917, -0.026], [-2.139, -1.740, 0.336], [-2.648, -4.096, -0.189], [-3.851, -4.204, -0.007], [0.455, -2.323, -0.332], [5.032, 0.468, 1.326], [5.276, 1.952, 1.067], [5.739, 2.598, 2.381], [6.383, 2.085, 0.011], [4.014, 2.663, 0.580], [4.082, 4.032, 0.258], [2.973, 4.755, -0.130], [1.753, 4.092, -0.218], [0.167, 4.701, -0.571], [-0.493, 3.092, -0.331], [0.397, 2.192, -0.045], [1.670, 2.728, 0.063], [2.796, 2.015, 0.480], [-1.926, 2.789, -0.396], [-2.844, 3.785, -0.744], [-4.193, 3.482, -0.763], [-4.599, 2.189, -0.439], [-3.665, 1.217, -0.103], [-2.284, 1.471, -0.054], [5.959, 0.004, 1.675], [4.715, -0.055, 0.421], [4.271, 0.315, 2.090], [6.642, 2.102, 2.745], [4.964, 2.501, 3.143], [5.962, 3.659, 2.251], [7.290, 1.580, 0.354], [6.633, 3.129, -0.187], [6.072, 1.628, -0.930], [5.030, 4.550, 0.336], [3.052, 5.813, -0.344], [2.651, 0.984, 0.784], [-2.514, 4.789, -0.997], [-4.922, 4.240, -1.026], [-5.657, 1.943, -0.452], [-4.015, 0.215, 0.129], [0.939, -0.054, -1.904], [0.908, -0.972, -2.567], [0.531, 0.053, 2.273], [1.058, 0.206, 3.479], [0.426, 0.958, 4.528], [1.013, 1.152, 5.761], [2.267, 0.618, 6.074], [2.904, -0.138, 5.090], [2.332, -0.343, 3.849], [-0.545, 1.388, 4.307], [0.482, 1.738, 6.507], [2.719, 0.774, 7.046], [3.872, -0.587, 5.304], [2.830, -0.965, 3.114]], "lowdin_charge": [1.377, 0.075, -0.286, -0.312, 0.050, -0.324, -0.315, -0.135, -0.313, 0.052, -0.167, -0.058, -0.557, -0.046, -0.059, -0.164, -0.053, -0.093, -0.475, 1.076, -0.508, 0.010, -0.280, 0.057, -0.291, -0.098, -0.126, -0.116, -0.133, -0.131, 0.085, 0.094, 0.058, 0.079, 0.095, 0.072, 0.078, 0.067, 0.087, 0.099, 0.099, 0.096, 0.073, 0.084, 0.087, 0.080, -0.032, 0.079, -0.215, -0.489, -0.084, -0.168, -0.187, -0.168, -0.100, 0.080, 0.076, 0.060, 0.078, 0.079], "energy_ha": -2115.320722, "homo_ev": -0.866, "relative_energy_kcal_mol": 26.6, "homo_lumo_gap_ev": 4.590, "total_charge": -2}


Entry 4:
{"formula": "C4H10N2O", "method": "wB97M-V/def2-TZVPD", "elements": ["C", "N", "C", "C", "C", "N", "O", "H", "H", "H", "H", "H", "H", "H", "H", "H", "H"], "coordinates": [[1.597, -1.475, -0.017], [1.240, -0.262, 0.786], [-1.262, -0.187, 1.657], [-0.050, 0.323, 0.710], [-0.601, 0.580, -0.701], [0.463, 0.775, -1.570], [-1.766, 0.579, -1.051], [0.786, -1.873, -0.785], [2.508, -1.235, -0.526], [1.736, -2.307, 0.649], [1.441, -0.477, 1.798], [-1.822, -0.835, 0.980], [-1.742, 0.708, 2.149], [-0.832, -0.758, 2.454], [0.109, 1.433, 0.886], [0.578, 0.888, -2.541], [1.341, 0.787, -1.060]], "lowdin_charge": [-0.109, -0.117, -0.017, -0.352, -0.511, 0.152, 0.053, 0.127, 0.054, 0.056, 0.132, 0.069, 0.093, 0.044, 0.154, 0.092, 0.080], "energy_ha": -343.129164, "homo_ev": -9.127, "smiles": "CN[C@H](C)C(N)=O", "relative_energy_kcal_mol": 45.4, "homo_lumo_gap_ev": 10.000}


Entry 5:
{"formula": "C4H4IN", "method": "wB97M-V/def2-TZVPD", "elements": ["C", "C", "C", "C", "N", "I", "H", "H", "H", "H"], "coordinates": [[-1.040, -0.261, 0.533], [0.080, -0.560, 1.137], [-0.958, 1.008, -1.399], [0.329, 0.736, -1.463], [-1.637, 0.242, -0.418], [1.504, 1.524, -2.953], [0.367, -0.111, 2.082], [0.386, -1.621, 1.182], [-1.626, 1.647, -1.897], [0.619, -0.122, -0.795]], "lowdin_charge": [-0.184, -0.010, -0.265, -0.687, 0.053, 0.817, 0.064, 0.082, 0.086, 0.044], "energy_ha": -507.142038, "homo_ev": -8.908, "smiles": "C=C=N/C=C/I", "relative_energy_kcal_mol": 69.6, "homo_lumo_gap_ev": 9.358}


Entry 6:
{"formula": "C3H7NO", "method": "wB97M-V/def2-TZVPD", "elements": ["C", "C", "C", "N", "O", "H", "H", "H", "H", "H", "H", "H"], "coordinates": [[1.752, -0.427, 0.105], [1.678, 0.516, -0.774], [-1.967, 1.337, 0.528], [-1.795, -1.040, -0.134], [-1.732, 0.529, -0.336], [1.226, -0.372, 1.008], [2.453, -1.243, 0.100], [2.195, 0.431, -1.735], [1.154, 1.427, -0.494], [-2.310, 1.172, 1.458], [-0.878, -1.191, -0.583], [-1.776, -1.140, 0.856]], "lowdin_charge": [-0.104, -0.075, -0.014, 0.086, -0.159, 0.028, 0.051, 0.062, 0.056, -0.022, 0.055, 0.036], "energy_ha": -248.267699, "homo_ev": -8.078, "relative_energy_kcal_mol": 162.4, "homo_lumo_gap_ev": 8.777}